## P
The following is a DFT calculation (the ωB97M-V functional and the def2-TZVPD basis) of an isolated ion of composition C4H12N2O2 and charge +2.

Last column: Löwdin charge in e.
Geometry (Å):
N (-1.06, 2.33, 0.35)  0.172
C (-1.12, 1.21, 1.31)  -0.195
C (-1.20, -0.19, 0.72)  -0.134
C (0.20, -0.77, 0.46)  -0.160
N (0.07, -2.31, 0.28)  0.265
C (1.01, -0.34, -0.86)  -0.506
O (1.16, -1.13, -1.70)  0.222
O (1.26, 0.95, -0.82)  0.136
H (-1.31, 3.21, 0.82)  0.179
H (0.05, 2.37, -0.11)  0.260
H (-1.74, 2.14, -0.37)  0.162
H (-0.36, 1.13, 2.16)  0.174
H (-2.08, 1.45, 1.92)  0.173
H (-1.76, -0.89, 1.49)  0.176
H (-1.72, -0.34, -0.37)  0.197
H (1.01, -0.49, 1.22)  0.187
H (-0.55, -2.68, 0.91)  0.123
H (-0.19, -2.57, -0.65)  0.161
H (1.02, -2.74, 0.44)  0.218
H (1.93, 1.25, -1.47)  0.189

Values from the calculation:
Orbital gap = 12.3 eV
Charge = +2
SMILES = [NH3+]CC[C@@H]([NH3+])C(=O)O
HOMO energy = -19.19 eV

---

## Q
The following is a DFT calculation (the ωB97M-V functional and the def2-TZVPD basis) of an isolated ion of composition C4H12N2O2 and charge +2.

Last column: Löwdin charge in e.
Geometry (Å):
N (-0.88, 2.37, 0.22)  0.237
C (-0.44, 1.45, 1.44)  -0.018
C (-0.87, -0.02, 1.03)  -0.154
C (0.13, -0.90, 0.52)  -0.211
N (-0.31, -2.36, 0.25)  0.242
C (0.68, -0.42, -0.84)  -0.529
O (0.16, -0.66, -1.90)  0.142
O (1.78, 0.28, -0.93)  0.139
H (-0.98, 3.42, 0.35)  0.217
H (-0.21, 2.25, -0.51)  0.150
H (-1.77, 2.28, -0.09)  0.118
H (0.58, 1.42, 1.68)  0.113
H (-0.87, 1.96, 2.36)  0.171
H (-1.13, -0.44, 2.07)  0.178
H (-1.80, 0.08, 0.53)  0.129
H (1.09, -0.92, 1.28)  0.237
H (-0.50, -2.59, -0.72)  0.160
H (0.44, -3.08, 0.60)  0.235
H (-1.13, -2.73, 0.85)  0.219
H (2.05, 0.58, -1.88)  0.226

Values from the calculation:
Orbital gap = 11.7 eV
Charge = +2
SMILES = [NH3+]CC[C@@H]([NH3+])C(=O)O
HOMO energy = -18.64 eV

---

P ends up most stable, edging out the next structure by 0.0215 hartree.

---

## P
The following is a DFT calculation (the ωB97M-V functional and the def2-TZVPD basis) of a 2-piece molecular cluster, C4H12S overall.

Last column: Löwdin charge in e.
Geometry (Å):
C (1.97, 1.06, -2.00)  -0.256
C (2.04, -0.49, -1.77)  -0.268
H (2.84, 1.56, -1.65)  0.022
H (1.80, 1.18, -3.17)  0.085
H (1.17, 1.66, -1.68)  0.008
H (1.06, -0.68, -2.33)  0.061
H (1.89, -0.74, -0.75)  -0.008
H (3.02, -0.92, -2.12)  0.062
C (-1.65, -0.02, 2.35)  -0.707
C (-2.30, 0.13, 0.99)  -0.297
S (-1.44, -1.83, 2.81)  0.320
H (-0.66, 0.42, 2.44)  0.017
H (-2.33, 0.30, 3.13)  0.024
H (-3.22, -0.48, 0.82)  0.065
H (-0.30, -2.16, 2.03)  -0.206
H (-1.56, -0.16, 0.20)  0.050
H (-2.35, 1.16, 0.71)  0.028

Values from the calculation:
Orbital gap (alpha / beta) = 2.6 / 8.8 eV
Charge = -1
HOMO energy (alpha / beta) = 1.06 / -5.15 eV
2S+1 = 2

---

## Q
The following is a DFT calculation (the ωB97M-V functional and the def2-TZVPD basis) of a 2-piece molecular cluster, C4H12S overall.

Last column: Löwdin charge in e.
Geometry (Å):
C (2.91, -2.84, -1.04)  -0.579
C (1.70, -1.06, 0.76)  -0.590
S (1.52, -1.71, -0.96)  0.538
H (2.62, -3.63, -1.71)  -0.005
H (3.89, -2.37, -1.32)  0.030
H (3.15, -3.30, -0.06)  0.021
H (2.51, -0.37, 0.89)  -0.009
H (1.82, -1.92, 1.44)  0.004
H (0.70, -0.66, 1.06)  -0.013
C (-3.12, 1.67, 0.29)  -0.301
C (-2.12, 2.80, -0.03)  -0.290
H (-3.83, 1.74, -0.54)  0.036
H (-2.60, 0.69, 0.14)  0.029
H (-3.58, 1.57, 1.26)  0.033
H (-1.49, 2.61, -0.89)  0.030
H (-2.60, 3.79, -0.13)  0.041
H (-1.49, 2.99, 0.85)  0.025

Values from the calculation:
Orbital gap (alpha / beta) = 2.2 / 8.9 eV
Charge = -1
HOMO energy (alpha / beta) = 1.39 / -5.19 eV
2S+1 = 2

---

Q ends up most stable, edging out the next structure by 0.0125 hartree.

---

## P
The following is a DFT calculation (the ωB97M-V functional and the def2-TZVPD basis) of a 9-piece molecular cluster, C22H64N2O16 overall.

Last column: Löwdin charge in e.
Geometry (Å):
C (23.52, -7.98, 4.35)  -0.090
O (23.26, -8.54, 3.07)  -0.222
C (23.58, -9.92, 2.95)  -0.204
C (23.14, -10.44, 1.58)  -0.460
C (23.42, -11.91, 1.40)  -0.060
N (23.69, -9.58, 0.53)  0.045
H (23.12, -8.61, 5.15)  0.070
H (22.92, -7.07, 4.32)  0.089
H (24.60, -7.80, 4.45)  0.087
H (24.66, -10.01, 3.13)  0.125
H (23.01, -10.43, 3.74)  0.114
H (22.04, -10.40, 1.60)  0.125
H (24.39, -12.13, 1.86)  0.079
H (23.50, -12.12, 0.33)  0.076
H (22.63, -12.56, 1.76)  0.069
H (23.44, -8.63, 0.82)  0.068
H (23.08, -9.65, -0.29)  0.074
C (19.04, -12.67, 3.93)  -0.102
O (18.72, -11.34, 3.59)  -0.206
C (19.45, -10.34, 4.27)  -0.196
C (18.97, -8.96, 3.75)  -0.403
C (18.89, -8.86, 2.25)  -0.039
N (19.82, -7.91, 4.30)  0.047
H (20.13, -12.70, 4.09)  0.081
H (18.83, -13.35, 3.10)  0.086
H (18.47, -13.02, 4.79)  0.086
H (19.36, -10.38, 5.37)  0.127
H (20.51, -10.53, 4.09)  0.110
H (18.00, -8.83, 4.25)  0.140
H (18.62, -9.85, 1.87)  0.071
H (19.90, -8.68, 1.85)  0.076
H (18.19, -8.12, 1.88)  0.080
H (19.99, -7.99, 5.31)  0.054
H (20.77, -8.17, 4.00)  0.066
O (15.84, -8.67, 10.47)  -0.086
C (16.75, -8.78, 11.61)  -0.219
C (18.03, -8.07, 11.26)  -0.270
O (17.91, -6.67, 11.40)  -0.055
H (15.53, -9.56, 10.29)  0.069
H (16.28, -8.34, 12.49)  0.121
H (16.85, -9.86, 11.76)  0.118
H (18.34, -8.39, 10.27)  0.113
H (18.72, -8.41, 12.04)  0.118
H (17.12, -6.43, 10.90)  0.090
O (25.32, -10.50, 5.85)  -0.065
C (25.04, -11.26, 7.01)  -0.247
C (23.58, -11.20, 7.41)  -0.222
O (23.23, -9.89, 7.79)  -0.097
H (26.27, -10.45, 5.71)  0.088
H (25.50, -12.25, 6.91)  0.119
H (25.57, -10.89, 7.89)  0.117
H (23.44, -11.86, 8.27)  0.124
H (22.90, -11.55, 6.62)  0.120
H (23.52, -9.65, 8.69)  0.050
O (24.07, -8.97, 10.23)  -0.108
C (23.64, -8.62, 11.56)  -0.197
C (22.28, -8.02, 11.54)  -0.242
O (22.37, -6.64, 11.19)  -0.068
H (24.87, -8.45, 10.04)  0.056
H (23.66, -9.58, 12.08)  0.122
H (24.35, -7.94, 12.02)  0.129
H (21.92, -8.03, 12.58)  0.121
H (21.56, -8.52, 10.88)  0.123
H (21.52, -6.30, 10.87)  0.064
O (25.86, -7.02, 9.29)  -0.070
C (25.62, -6.44, 8.02)  -0.223
C (26.88, -6.00, 7.31)  -0.246
O (27.40, -4.79, 7.87)  -0.062
H (25.94, -6.34, 9.97)  0.106
H (25.11, -7.20, 7.42)  0.119
H (24.92, -5.60, 8.10)  0.129
H (26.60, -5.73, 6.28)  0.120
H (27.58, -6.84, 7.30)  0.123
H (28.25, -4.61, 7.45)  0.083
O (17.49, -3.43, 3.00)  -0.070
C (18.04, -3.18, 4.30)  -0.246
C (18.56, -4.48, 4.84)  -0.273
O (19.61, -4.97, 4.03)  -0.090
H (17.41, -2.63, 2.47)  0.077
H (18.78, -2.38, 4.26)  0.117
H (17.18, -2.88, 4.91)  0.117
H (17.79, -5.25, 4.91)  0.124
H (18.93, -4.28, 5.86)  0.099
H (19.80, -5.89, 4.29)  0.034
O (21.62, -3.04, 7.02)  -0.064
C (21.55, -2.05, 8.02)  -0.247
C (22.59, -0.95, 7.78)  -0.226
O (22.39, -0.24, 6.55)  -0.068
H (21.50, -2.60, 6.17)  0.091
H (20.55, -1.65, 8.20)  0.127
H (21.78, -2.43, 9.03)  0.124
H (23.60, -1.38, 7.78)  0.120
H (22.62, -0.19, 8.56)  0.120
H (22.69, -0.87, 5.88)  0.075
O (21.13, -8.05, 6.91)  -0.105
C (21.59, -6.87, 7.57)  -0.201
C (20.34, -6.23, 8.18)  -0.240
O (20.59, -5.08, 8.96)  -0.060
H (21.76, -8.73, 7.20)  0.049
H (22.37, -7.13, 8.28)  0.111
H (21.97, -6.09, 6.90)  0.116
H (19.84, -6.98, 8.81)  0.108
H (19.59, -5.99, 7.42)  0.112
H (20.87, -4.37, 8.36)  0.038

Values from the calculation:
Orbital gap = 9.5 eV
SMILES = COC[C@H](C)N.COC[C@H](C)N.OCCO.OCCO.OCCO.OCCO.OCCO.OCCO.OCCO
HOMO energy = -9.14 eV

---

## Q
The following is a DFT calculation (the ωB97M-V functional and the def2-TZVPD basis) of a 9-piece molecular cluster, C22H64N2O16 overall.

Last column: Löwdin charge in e.
Geometry (Å):
C (1.94, -2.81, -2.68)  -0.135
O (2.27, -3.61, -1.62)  -0.194
C (3.53, -3.42, -0.98)  -0.162
C (3.51, -2.10, -0.17)  -0.422
C (4.79, -1.97, 0.72)  -0.039
N (2.31, -2.06, 0.67)  0.066
H (1.63, -1.81, -2.38)  0.074
H (1.20, -3.30, -3.31)  0.092
H (2.75, -2.76, -3.41)  0.092
H (3.64, -4.23, -0.24)  0.122
H (4.35, -3.61, -1.68)  0.128
H (3.48, -1.28, -0.88)  0.103
H (5.68, -1.77, 0.12)  0.072
H (4.86, -2.89, 1.30)  0.078
H (4.78, -1.04, 1.28)  0.071
H (2.40, -2.90, 1.22)  0.090
H (1.61, -2.37, 0.01)  0.064
C (-6.85, -3.83, 3.41)  -0.115
O (-5.45, -3.98, 3.52)  -0.189
C (-4.68, -2.85, 3.22)  -0.194
C (-3.21, -3.32, 3.41)  -0.414
C (-2.25, -2.17, 3.13)  -0.062
N (-2.83, -4.29, 2.42)  0.037
H (-7.22, -3.38, 2.49)  0.080
H (-7.31, -3.29, 4.24)  0.086
H (-7.30, -4.81, 3.25)  0.085
H (-4.85, -2.59, 2.17)  0.129
H (-4.90, -2.00, 3.86)  0.118
H (-2.98, -3.89, 4.32)  0.142
H (-2.75, -1.24, 3.39)  0.058
H (-1.97, -1.96, 2.10)  0.056
H (-1.31, -2.27, 3.68)  0.084
H (-2.98, -3.82, 1.54)  0.015
H (-3.49, -5.05, 2.48)  0.073
O (-3.60, 3.57, -1.82)  -0.052
C (-2.23, 3.72, -1.89)  -0.273
C (-1.73, 4.90, -1.03)  -0.202
O (-0.30, 4.88, -0.82)  -0.069
H (-3.86, 2.79, -2.31)  0.094
H (-1.82, 2.74, -1.62)  0.110
H (-1.85, 3.86, -2.90)  0.107
H (-2.33, 4.79, -0.13)  0.101
H (-1.99, 5.88, -1.41)  0.118
H (-0.15, 5.21, 0.07)  0.080
O (4.47, 2.03, -1.00)  -0.065
C (4.50, 1.08, -2.02)  -0.258
C (5.11, 1.68, -3.33)  -0.246
O (4.25, 2.53, -4.01)  -0.057
H (3.79, 1.74, -0.39)  0.035
H (5.23, 0.31, -1.77)  0.106
H (3.50, 0.69, -2.23)  0.105
H (5.41, 0.83, -3.95)  0.117
H (6.03, 2.19, -3.03)  0.115
H (4.00, 3.21, -3.38)  0.089
O (-3.45, -4.11, -0.46)  -0.107
C (-2.00, -3.84, -0.71)  -0.160
C (-1.89, -3.35, -2.18)  -0.224
O (-2.05, -4.41, -3.14)  -0.066
H (-3.83, -4.71, -1.11)  0.068
H (-1.69, -3.08, 0.00)  0.094
H (-1.35, -4.70, -0.57)  0.121
H (-0.95, -2.81, -2.32)  0.088
H (-2.62, -2.56, -2.36)  0.115
H (-2.92, -4.81, -3.10)  0.071
O (2.96, 4.18, 2.37)  -0.028
C (3.50, 2.93, 2.69)  -0.282
C (3.99, 2.66, 4.10)  -0.214
O (5.16, 3.48, 4.18)  -0.087
H (3.44, 4.40, 1.57)  0.089
H (2.72, 2.20, 2.46)  0.093
H (4.32, 2.60, 2.05)  0.117
H (4.32, 1.64, 4.28)  0.118
H (3.36, 3.02, 4.92)  0.123
H (5.80, 2.96, 3.69)  0.074
O (0.10, 1.52, -6.44)  -0.072
C (0.39, 2.30, -5.27)  -0.211
C (0.98, 1.53, -4.06)  -0.212
O (0.02, 0.58, -3.57)  -0.070
H (-0.66, 1.90, -6.88)  0.082
H (0.76, 3.29, -5.56)  0.122
H (-0.59, 2.50, -4.83)  0.097
H (1.21, 2.30, -3.33)  0.117
H (1.97, 1.12, -4.27)  0.103
H (-0.15, 0.07, -4.36)  0.092
O (-4.40, 3.00, 4.14)  -0.077
C (-3.93, 2.06, 3.16)  -0.245
C (-3.13, 2.65, 2.03)  -0.215
O (-1.78, 2.76, 2.51)  -0.075
H (-4.86, 2.53, 4.84)  0.081
H (-3.44, 1.35, 3.82)  0.110
H (-4.76, 1.43, 2.84)  0.109
H (-3.51, 3.65, 1.82)  0.116
H (-3.18, 2.12, 1.08)  0.112
H (-1.82, 3.47, 3.15)  0.085
O (2.20, 0.83, 0.30)  -0.103
C (0.91, 1.37, 0.38)  -0.189
C (-0.22, 0.28, 0.23)  -0.214
O (-0.16, -0.52, -0.94)  -0.078
H (2.25, -0.10, 0.55)  0.036
H (0.76, 1.77, 1.38)  0.102
H (0.84, 2.16, -0.36)  0.115
H (-1.16, 0.82, 0.27)  0.092
H (-0.34, -0.40, 1.08)  0.106
H (0.06, 0.05, -1.68)  0.036

Values from the calculation:
Orbital gap = 9.2 eV
SMILES = COC[C@H](C)N.COC[C@H](C)N.OCCO.OCCO.OCCO.OCCO.OCCO.OCCO.OCCO
HOMO energy = -8.96 eV

---

P ends up most stable, edging out the next structure by 0.0834 hartree.